# 1
Computed, not measured: a structure of composition C3H10N2S, with ωB97M-V/def2-TZVPD.

Last column: Löwdin charge in e.
Geometry (Å):
C 1.94014 -1.50906 -1.48558  -0.211
C 0.42815 -1.65711 -1.32338  -0.737
S -0.22563 -1.00740 0.20211  0.490
H 2.25067 -1.68022 -2.51951  0.061
H 2.27456 -0.51939 -1.17020  0.047
H 2.46655 -2.22889 -0.85489  0.060
H -0.01972 -1.02230 -2.10280  0.039
H 0.19418 -2.67607 -1.63840  0.055
N -1.85242 1.62827 0.62939  0.117
C -0.74294 2.27425 0.91568  -0.265
N 0.35115 1.61721 1.08104  0.054
H -1.78153 0.62852 0.39864  -0.005
H -2.75830 2.02606 0.41668  0.118
H -0.72437 3.35419 0.99078  0.139
H 1.21245 2.14569 1.10441  0.105
H 0.52265 0.53420 0.70242  -0.067

Summary:
* energy relative to the best compared isomer or geometry (same formula, charge and spin): 22.10 kcal/mol
* spin multiplicity: 1
* calculated total energy: -17087.6459 eV
* HOMO level: -7.1 eV
* lowest unoccupied orbital energy: 0.43 eV
* HOMO-LUMO gap: 0.2767 hartree



# 2
Computed, not measured: the molecule C2H2O3S, with ωB97M-V/def2-TZVPD.

Last column: Löwdin charge in e.
Geometry (Å):
O -0.59861 1.80081 -0.04005  0.027
C -1.12995 0.73011 0.10194  -0.390
C -0.47471 -0.50260 -0.13426  -0.186
S 1.20998 -0.43137 0.05960  0.852
O 1.97607 -1.62413 -0.02374  -0.286
O 2.01573 0.74163 -0.06516  -0.250
H -2.25131 0.84335 0.32732  0.144
H -0.74720 -1.55780 -0.22565  0.090

Summary:
* energy relative to the best compared isomer or geometry (same formula, charge and spin): 85.45 kcal/mol
* structure (SMILES): O=CC=S(=O)=O
* spin multiplicity: 1
* calculated total energy: -19080.7395 eV
* HOMO level: -10.4 eV
* lowest unoccupied orbital energy: -1.51 eV
* HOMO-LUMO gap: 0.3285 hartree



# 3
Computed, not measured: a cluster of 2 separate species, C2H9NOS2 in total, with ωB97M-V/def2-TZVPD.

Last column: Löwdin charge in e.
Geometry (Å):
N -2.37734 1.28638 0.37619  -0.025
C -0.91871 1.05078 0.22711  -0.391
C -0.63545 -0.10471 -0.80093  -0.521
S 0.96346 0.34925 -1.56412  0.421
S 2.28549 0.56778 0.00459  0.348
H -2.79905 0.47708 0.80595  0.059
H -2.70874 1.47943 -0.55600  0.054
H -0.45495 2.05541 0.12636  0.093
H -0.49982 0.76708 1.19784  0.087
H -0.54240 -1.01842 -0.20602  0.068
H -1.48106 -0.19161 -1.47268  0.068
H 2.18799 1.87695 -0.00021  -0.210
O 2.00055 -2.97228 0.40119  -0.073
H 2.57603 -2.20076 0.31168  -0.013
H 2.40399 -3.42235 1.14906  0.034

Summary:
* energy relative to the best compared isomer or geometry (same formula, charge and spin): 14.98 kcal/mol
* structure (SMILES): NCCSS.O
* spin multiplicity: 1
* calculated total energy: -27427.4439 eV
* HOMO level: -8.7 eV
* lowest unoccupied orbital energy: 0.39 eV
* HOMO-LUMO gap: 0.3349 hartree



# 4
Computed, not measured: a structure of composition C4H11N3O, with ωB97M-V/def2-TZVPD.

Last column: Löwdin charge in e.
Geometry (Å):
C 0.28904 1.43379 0.00326  -0.216
C 0.95444 -1.16854 -0.78926  -0.014
C 1.49581 -1.71886 0.49648  -0.134
C -0.87076 0.68717 -0.04982  -0.423
N -2.04126 -1.31665 -0.14791  0.023
N 0.22789 2.83861 0.04944  -0.022
O -2.08698 1.32004 0.10377  0.042
N -0.86636 -0.61561 -0.36866  -0.094
H -1.87382 2.19752 0.46390  0.093
H 1.21175 0.99900 0.34835  0.066
H -1.89211 -2.28214 0.11678  0.068
H -2.65206 -0.91427 0.56477  0.078
H -0.16350 3.25632 -0.78969  0.075
H 1.11139 3.27640 0.27962  0.070
H 1.62181 -0.48942 -1.31263  0.087
H 0.59019 -1.91889 -1.48239  0.080
H 2.43139 -2.26856 0.32705  0.080
H 1.73201 -0.92316 1.21224  0.069
H 0.78114 -2.39276 0.97471  0.070

Summary:
* energy relative to the best compared isomer or geometry (same formula, charge and spin): 128.89 kcal/mol
* spin multiplicity: 1
* calculated total energy: -10839.6221 eV
* HOMO level: -5.8 eV
* lowest unoccupied orbital energy: 0.70 eV
* HOMO-LUMO gap: 0.2379 hartree



# 5
Computed, not measured: a cluster of 3 separate species, C27H54ClI2N3O10PS in total, with ωB97M-V/def2-TZVPD.

Last column: Löwdin charge in e.
Geometry (Å):
C 9.74264 1.85985 2.27452  0.136
C 9.16017 1.18759 1.47231  -0.167
C 8.57907 0.50978 0.32228  -0.195
C 7.12077 0.92329 0.07216  -0.342
O 6.49488 -0.24188 -0.44253  -0.080
C 5.25388 -0.05512 -1.08503  -0.474
C 4.72880 -1.46020 -1.43069  -0.114
C 3.22935 -1.58460 -1.75696  -0.163
C 2.77804 -0.80806 -3.01295  -0.198
C 1.94460 0.43959 -2.70498  -0.287
S 1.42808 1.31556 -4.18126  0.305
O 1.36746 2.69561 -3.80030  -0.378
O 2.34469 1.07841 -5.24942  -0.317
Cl -0.45168 0.72598 -4.62362  0.488
P 4.08277 0.66420 0.21064  0.784
O 4.24145 -0.11313 1.45372  -0.371
C 5.54180 0.79558 -2.35415  -0.289
C 6.55325 0.04894 -3.26812  -0.108
C 5.96504 -0.36033 -4.64664  -0.152
C 7.03739 -0.45568 -5.77468  -0.066
C 6.70014 0.60904 -6.81885  -0.514
O 5.79340 0.42731 -7.56275  0.160
O 7.44989 1.75494 -6.84482  0.103
N 6.15638 2.14012 -2.04222  -0.427
I 4.60512 3.59973 -2.09287  1.173
C 6.90898 2.25108 -0.72278  -0.667
I 8.68003 3.40570 -1.15966  1.044
H 10.01513 2.48105 3.08984  0.041
H 9.19660 0.55076 -0.57275  0.099
H 8.50807 -0.54914 0.58449  0.140
H 6.71229 1.09353 1.07359  0.145
H 5.28473 -1.93930 -2.23421  0.121
H 4.91719 -2.05407 -0.53554  0.138
H 3.05209 -2.63833 -1.96724  0.124
H 2.57891 -1.37572 -0.90896  0.102
H 3.59139 -0.52124 -3.67145  0.068
H 2.14410 -1.46664 -3.60941  0.127
H 2.56202 1.17873 -2.20259  0.026
H 1.06472 0.23346 -2.09957  0.073
H 2.73679 0.62902 -0.19111  0.035
H 4.41352 2.01441 0.48546  -0.002
H 4.62268 0.99728 -2.88991  0.069
H 6.90403 -0.86009 -2.79133  0.121
H 7.45036 0.64843 -3.45906  0.115
H 5.51269 -1.34302 -4.50785  0.114
H 5.13269 0.28461 -4.93655  0.107
H 8.00230 -0.26153 -5.30428  0.111
H 7.03283 -1.43680 -6.23085  0.127
H 7.46286 2.11195 -5.95056  0.101
H 6.77552 2.46627 -2.78252  0.026
H 6.32952 2.91201 -0.09681  0.014
C -3.68218 -0.88260 2.28736  -0.104
O -4.31334 -0.49790 1.07864  -0.195
C -4.92132 0.78981 1.14238  -0.215
C -4.22904 1.74304 0.19186  -0.205
N -2.88323 2.05835 0.66074  -0.048
C -2.07404 2.79114 -0.30610  -0.196
C -1.68693 2.06872 -1.59262  -0.228
O -0.80305 0.97093 -1.39176  -0.260
C -1.43689 -0.27348 -1.12410  -0.088
H -3.32278 -1.90317 2.16257  0.090
H -2.82752 -0.23631 2.51606  0.083
H -4.38786 -0.86095 3.12281  0.076
H -4.93022 1.18324 2.16220  0.129
H -5.95928 0.66961 0.82320  0.111
H -4.80974 2.66604 0.11739  0.127
H -4.21051 1.26747 -0.79846  0.108
H -2.40962 1.19501 0.89273  0.070
H -1.15003 3.07630 0.20526  0.117
H -2.58957 3.71981 -0.56624  0.123
H -1.13666 2.78169 -2.21367  0.111
H -2.55718 1.75951 -2.18067  0.112
H -2.40599 -0.35486 -1.61907  0.097
H -1.55576 -0.43344 -0.05060  0.079
H -0.78771 -1.06782 -1.50282  0.082
C -9.10484 -3.21443 7.25031  -0.115
O -8.36930 -3.61641 6.10841  -0.199
C -9.18801 -4.01804 5.01497  -0.218
C -9.01327 -3.06705 3.84957  -0.215
N -9.59120 -1.76248 4.15075  -0.049
C -9.27328 -0.73038 3.16909  -0.196
C -7.81539 -0.29374 3.05504  -0.235
O -7.32351 0.37816 4.20123  -0.180
C -6.77903 -0.45997 5.20652  -0.101
H -8.39141 -3.00564 8.04586  0.088
H -9.68401 -2.30607 7.05371  0.082
H -9.77657 -4.01013 7.58460  0.089
H -10.23905 -4.09403 5.30558  0.123
H -8.85317 -5.01356 4.70893  0.121
H -9.50678 -3.48307 2.96688  0.124
H -7.93707 -2.99524 3.63955  0.107
H -9.25866 -1.46030 5.05714  0.072
H -9.86251 0.15101 3.43413  0.120
H -9.62243 -1.05968 2.18564  0.120
H -7.75991 0.43437 2.24127  0.108
H -7.15023 -1.11934 2.77265  0.109
H -6.32406 -1.36176 4.78785  0.083
H -7.53693 -0.73910 5.94247  0.074
H -6.00833 0.10776 5.72961  0.088

Summary:
* net charge: +1
* spin multiplicity: 1
* calculated total energy: -102653.9195 eV
* HOMO level: -9.7 eV
* lowest unoccupied orbital energy: -5.65 eV
* HOMO-LUMO gap: 0.1505 hartree